No. 1
Here is a 2-piece molecular cluster, C9H6N3OS overall from the OMol25 dataset. Energies are from ωB97M-V with the def2-TZVPD basis set.

Computed properties:
- LUMO (alpha / beta) (eV) = 3.28 / 0.98
- multiplicity = 3
- total charge = -1
- HOMO-LUMO gap (alpha / beta) (eV) = 7.1 / 5.5

Positions of all 20 atoms, in Å:
C: -0.49893 -0.90529 -0.84003
C: -1.32281 -0.63683 0.20433
C: -1.42797 -1.00799 -1.93265
C: -2.78858 -0.83048 -1.82308
C: -2.55362 -0.43666 0.39934
C: 2.58093 2.23254 2.29806
C: 1.40860 0.14736 1.63123
C: 2.55597 0.95068 -0.27360
C: -3.44754 -0.66767 -0.63919
N: 1.93837 1.25067 2.44205
N: 0.73359 -0.66762 2.35136
N: 1.81555 0.01680 0.38967
O: 3.21789 3.19884 2.46018
S: 3.33511 0.48145 -1.64127
H: 0.64152 -1.02374 -0.65626
H: 0.27311 -1.37036 1.76723
H: -0.99403 -1.23151 -2.93824
H: -3.42153 -1.04353 -2.65400
H: 2.57157 2.02255 0.14159
H: -4.61720 -0.47920 -0.68673

***

No. 2
Here is C9H7Cl2MnN3O4S3 as an isolated structure from the OMol25 dataset. Energies are from ωB97M-V with the def2-TZVPD basis set.

Computed properties:
- LUMO (alpha / beta) (eV) = 4.25 / 4.25
- multiplicity = 6
- total charge = -2
- HOMO-LUMO gap (alpha / beta) (eV) = 6.2 / 6.5
- relative energy (zero: lowest compared OMol25 entry of this formula, charge and spin) (kJ/mol) = 70.2

Positions of all 29 atoms, in Å:
Mn: 0.59529 -4.22757 -0.24973
Cl: 2.53481 -3.02682 -1.23924
C: 2.78887 -3.00677 1.61207
Cl: 1.49573 -3.85489 2.35778
H: 2.74676 -1.93258 1.66380
H: 3.73295 -3.51978 1.56889
O: -0.81914 -4.97105 0.10181
S: 2.27275 2.81330 -0.52045
C: 1.07468 1.65107 -0.31211
S: 1.45392 -0.02982 -0.44827
C: -0.22315 -0.47000 -0.14955
N: -0.98286 0.58693 -0.03332
N: -0.25398 1.77310 -0.12367
C: -1.04241 2.94787 -0.02774
C: -0.51372 4.19154 0.31406
C: -1.34667 5.29756 0.39679
C: -2.70432 5.19353 0.14454
C: -3.22838 3.95021 -0.18581
C: -2.41430 2.83501 -0.26732
S: -0.94276 -2.03835 -0.00536
H: 0.54168 4.27917 0.50678
H: -0.91469 6.25388 0.66682
H: -3.34594 6.06403 0.20806
H: -4.28763 3.84201 -0.38379
H: -2.81451 1.86403 -0.51182
O: 1.05124 -6.16784 -2.26487
N: 1.64457 -6.63331 -1.29079
O: 2.09084 -7.77956 -1.26356
O: 1.81035 -5.88489 -0.26401

***

No. 3
Here is a 2-piece molecular cluster, C9H7F3N2 overall from the OMol25 dataset. Energies are from ωB97M-V with the def2-TZVPD basis set.

Computed properties:
- LUMO (alpha / beta) (eV) = -0.10 / -0.90
- multiplicity = 1
- total charge = 0
- HOMO-LUMO gap (alpha / beta) (eV) = 8.3 / 7.9
- relative energy (zero: lowest compared OMol25 entry of this formula, charge and spin) (kJ/mol) = 238.1

Positions of all 21 atoms, in Å:
C: -1.84044 0.42715 -1.54651
C: 2.71691 -1.79344 0.37872
C: 1.86771 -1.21848 1.32469
C: 2.53066 -1.38607 -0.94056
C: 0.78357 -0.47633 0.98857
C: 1.36072 -0.66159 -1.36283
C: 0.62793 -0.16656 -0.32902
C: -2.08343 0.95519 -0.30184
C: -1.63204 2.31442 0.13755
N: -1.73469 0.05165 -2.63582
N: -2.46632 0.06347 0.69265
F: -2.56992 3.30225 0.02013
F: -0.57302 2.68172 -0.54409
F: -1.17895 2.24549 1.40990
H: 3.62335 -2.21666 0.94545
H: 1.90263 -1.41765 2.39035
H: 3.05349 -1.81166 -1.65076
H: 0.07910 -0.07625 1.68725
H: 1.21375 -0.49933 -2.41342
H: -2.69215 -0.84431 0.26260
H: -2.98885 0.52697 1.48698

***

No. 4
Here is C9H7F5IO5SZn as an isolated structure from the OMol25 dataset. Energies are from ωB97M-V with the def2-TZVPD basis set.

Computed properties:
- LUMO (eV) = -8.40
- multiplicity = 1
- total charge = +1
- HOMO-LUMO gap (eV) = 4.7

Positions of all 29 atoms, in Å:
O: 4.28589 -0.14983 2.33963
C: 3.55295 -0.13805 1.44867
O: 2.74210 -1.14624 1.02152
C: 1.78397 -0.64785 0.07731
S: 2.65020 -1.30546 -1.41874
C: 0.47172 -1.39244 0.38479
C: -0.63985 -0.96173 -0.56602
C: -1.35703 0.38119 -0.37436
C: -2.43650 0.34658 0.69518
F: -2.08120 -0.37933 1.75409
F: -2.61357 1.60496 1.11640
C: -3.83253 -0.17611 0.17061
F: -3.72651 -0.68778 -1.04864
F: -4.71087 0.80068 0.16087
F: -4.28682 -1.11843 0.98167
C: 1.89589 0.89349 0.40831
I: 1.05993 1.41412 2.33623
C: 1.59117 1.97376 -0.65017
O: 1.68492 1.72078 -1.94500
O: 1.23989 3.08300 -0.23687
O: 3.30985 0.93753 0.59763
H: 2.01630 -0.76577 -2.48158
H: 0.66968 -2.43449 0.17412
H: 0.24884 -1.34589 1.44261
H: -1.37069 -1.74431 -0.70893
H: -0.03217 -0.93944 -1.51080
H: -1.88327 0.61098 -1.30529
H: -0.71635 1.22508 -0.17166
Zn: 0.48405 0.34103 -2.69156

***

No. 5
Here is C9H7N3 as an isolated structure from the OMol25 dataset. Energies are from ωB97M-V with the def2-TZVPD basis set.

Computed properties:
- LUMO (eV) = -0.24
- multiplicity = 1
- total charge = 0
- HOMO-LUMO gap (eV) = 8.8
- relative energy (zero: lowest compared OMol25 entry of this formula, charge and spin) (kJ/mol) = 341.5

Positions of all 19 atoms, in Å:
C: 3.60705 -0.18923 0.34320
C: -2.80857 -0.47081 -0.54307
C: -2.53642 0.74819 0.12130
C: -1.73623 -1.31935 -0.81462
C: -1.31907 1.00654 0.59382
C: -0.43439 -1.08019 -0.31852
C: -0.26375 0.10841 0.35554
C: 2.47507 -0.16525 -0.49391
C: 1.07876 0.58933 0.76684
N: 4.28047 -0.10896 1.30200
N: 2.21576 -0.22389 -1.71220
N: 1.40111 1.18160 1.78623
H: -3.78674 -0.63360 -0.87875
H: -3.26572 1.57494 0.40487
H: -1.95956 -2.34398 -1.22882
H: -0.93487 1.94450 0.91493
H: 0.31068 -1.80556 -0.71215
H: 1.22716 -0.06598 -1.89730
H: 2.44927 1.25332 2.01061

***

No. 6
Here is C9H7N3OS2Sc as an isolated structure from the OMol25 dataset. Energies are from ωB97M-V with the def2-TZVPD basis set.

Computed properties:
- LUMO (alpha / beta) (eV) = -0.54 / -0.48
- multiplicity = 2
- total charge = 0
- HOMO-LUMO gap (alpha / beta) (eV) = 6.1 / 7.9
- relative energy (zero: lowest compared OMol25 entry of this formula, charge and spin) (kJ/mol) = 2.7

Positions of all 23 atoms, in Å:
Sc: -0.19932 1.88578 1.09462
N: -4.27364 2.03889 -0.55482
C: -2.95342 1.81825 -0.33473
S: -2.01020 3.25927 0.04662
N: -2.55523 0.58206 -0.43681
N: -1.20584 0.42919 -0.14080
C: -0.65786 -0.63513 -0.60990
C: 0.74158 -1.00211 -0.48111
C: 1.11799 -2.27974 -0.91545
C: 2.42854 -2.70262 -0.84494
C: 3.39533 -1.83180 -0.34509
C: 3.05797 -0.56024 0.07650
C: 1.73230 -0.13023 0.01397
O: 1.41009 1.09811 0.41843
H: -4.61003 2.97619 -0.66786
H: -4.81993 1.27123 -0.90626
H: -1.30424 -1.31233 -1.16580
H: 0.35463 -2.94190 -1.30696
H: 2.70117 -3.69442 -1.17757
H: 4.42804 -2.15244 -0.28762
H: 3.80340 0.12365 0.45865
S: -0.31429 1.88129 4.80531
C: -0.26705 1.87906 3.26162

***

No. 7
Here is a single C9H7N3OS3 molecule from the OMol25 dataset. Energies are from ωB97M-V with the def2-TZVPD basis set.

Computed properties:
- LUMO (eV) = 0.45
- multiplicity = 1
- total charge = 0
- HOMO-LUMO gap (eV) = 9.2
- relative energy (zero: lowest compared OMol25 entry of this formula, charge and spin) (kJ/mol) = 6.1

Positions of all 23 atoms, in Å:
O: -0.76426 2.64291 -0.22457
N: -0.74140 -0.63042 3.75891
N: -1.15902 -0.68981 2.43636
S: 0.01308 1.54431 2.64233
S: -1.50422 -3.21750 -1.62380
S: -2.85949 -0.14702 -1.65841
C: -1.22204 1.54323 -0.46298
C: -0.04668 0.42293 4.02481
C: -0.87460 0.36714 1.71521
C: 0.13901 -3.86755 -1.69404
C: 1.06472 -2.99790 -1.11386
C: 0.47267 -1.79652 -0.56106
C: -0.89331 -1.80495 -0.71699
N: -1.24467 0.39860 0.34149
C: -1.94438 1.44392 -1.78244
C: -1.86644 -0.78300 -0.23932
H: 0.36308 0.56439 5.03499
H: 0.41580 -4.77023 -2.22993
H: 2.09937 -3.23372 -1.04753
H: 1.01830 -1.04175 -0.06197
H: -1.20325 1.44570 -2.61421
H: -2.62756 2.27941 -1.92092
H: -2.58644 -1.23644 0.43866

***

No. 8
Here is a single C9H7NO molecule from the OMol25 dataset. Energies are from ωB97M-V with the def2-TZVPD basis set.

Computed properties:
- LUMO (eV) = 0.64
- multiplicity = 1
- total charge = 0
- HOMO-LUMO gap (eV) = 9.1
- relative energy (zero: lowest compared OMol25 entry of this formula, charge and spin) (kJ/mol) = 50.0

Positions of all 18 atoms, in Å:
C: -3.12836 -0.64182 0.02035
C: -1.68627 -0.19140 0.00650
C: -1.43619 1.17936 0.03659
C: -0.15467 1.64426 -0.06095
C: 0.89973 0.73123 0.02110
C: 2.85078 -0.34436 -0.08296
C: 1.92355 -1.32608 -0.06785
C: 0.68358 -0.66595 -0.02851
C: -0.65385 -1.12412 -0.00761
H: -3.39690 -1.75397 0.34205
H: -2.30625 1.86809 0.19257
H: 0.12613 2.72410 0.05294
H: 2.80166 1.76478 -0.00111
H: 3.94404 -0.38285 -0.11840
H: 2.09863 -2.39819 0.04098
H: -0.79719 -2.17934 -0.07989
N: 2.26575 0.95150 -0.06550
O: -4.03417 0.14478 -0.20029

***

No. 9
Here is a single C9H7NO3 molecule from the OMol25 dataset. Energies are from ωB97M-V with the def2-TZVPD basis set.

Computed properties:
- LUMO (eV) = -0.04
- multiplicity = 1
- total charge = 0
- HOMO-LUMO gap (eV) = 9.6
- relative energy (zero: lowest compared OMol25 entry of this formula, charge and spin) (kJ/mol) = 419.7

Positions of all 20 atoms, in Å:
C: 0.70146 1.79317 -0.63110
C: 0.26415 1.49129 0.74601
C: -0.48879 0.23159 1.22136
C: -0.68332 -0.25327 2.55252
C: -0.75309 -1.55553 2.88033
C: -0.77401 -2.57638 1.73901
C: -0.42645 -2.25687 0.52510
C: -0.26763 -0.68888 0.25048
C: -0.02730 -0.41542 -1.27313
H: 0.76500 0.40585 -3.11481
H: -0.12842 2.58475 0.77709
H: 1.17398 1.43121 1.40594
H: -0.86664 0.56778 3.42350
H: -1.14905 -1.82590 3.88518
H: -0.89103 -3.64758 1.84778
H: -0.49704 -2.85644 -0.47462
N: 0.49159 0.84401 -1.55737
O: 0.59053 1.21174 -2.80495
O: 1.11547 2.91137 -0.77469
O: -0.09576 -1.27135 -2.03435

***

No. 10
Here is a 2-piece molecular cluster, C9H7NO4 overall from the OMol25 dataset. Energies are from ωB97M-V with the def2-TZVPD basis set.

Computed properties:
- LUMO (alpha / beta) (eV) = -0.26 / -3.24
- multiplicity = 3
- total charge = 0
- HOMO-LUMO gap (alpha / beta) (eV) = 8.1 / 6.2
- relative energy (zero: lowest compared OMol25 entry of this formula, charge and spin) (kJ/mol) = 232.5

Positions of all 21 atoms, in Å:
C: 3.17811 -0.65507 -0.40080
C: 2.28115 -0.67000 -1.45694
C: 2.71853 -0.27087 0.84595
C: 0.98264 -0.24621 -1.29484
C: 1.34772 -0.08422 1.12182
C: 0.64467 -0.05966 -0.03150
C: -1.73841 0.64955 1.52678
C: -3.07631 -0.52329 0.48934
C: -2.19128 0.58786 0.14701
N: -1.79097 1.23203 -1.01712
O: -2.28018 0.92831 -2.08195
O: -0.86627 1.13274 2.15650
O: -0.99726 2.16183 -0.88822
O: -2.56761 -0.43048 1.83512
H: 4.14373 -0.89298 -0.61051
H: 2.52618 -0.77492 -2.59195
H: 3.43212 -0.21287 1.69913
H: 0.19660 -0.06948 -2.04877
H: 1.11314 -0.03104 2.08442
H: -4.13275 -0.37705 0.64683
H: -2.92356 -1.39420 -0.13033

***

No. 11
Here is C9H7NOS as an isolated structure from the OMol25 dataset. Energies are from ωB97M-V with the def2-TZVPD basis set.

Computed properties:
- LUMO (eV) = -1.61
- multiplicity = 1
- total charge = 0
- HOMO-LUMO gap (eV) = 7.0
- relative energy (zero: lowest compared OMol25 entry of this formula, charge and spin) (kJ/mol) = 928.4

Positions of all 19 atoms, in Å:
C: -2.82521 0.67651 -0.54304
C: -2.79768 -0.67823 -0.20473
C: -1.92432 1.53152 -0.19058
C: -1.58678 -1.18175 0.19777
C: 0.39384 1.98964 0.74435
C: -0.59774 1.22333 0.36960
C: -0.43054 -0.39061 0.25570
C: 2.58303 0.40793 0.29992
C: 1.95613 -0.87135 0.06341
N: 0.62385 -1.06918 0.25929
O: 4.74797 -0.73849 -0.14412
S: 4.21403 0.59133 0.19143
H: -3.63655 1.10829 -1.17391
H: -3.69774 -1.21168 -0.15580
H: -2.07616 2.45209 -0.64146
H: -1.39169 -2.23175 0.21284
H: 1.68431 1.30511 0.74871
H: 2.26938 -1.29746 -1.06408
H: 2.49184 -1.61525 0.77470

***

No. 12
Here is a single C9H7NSe molecule from the OMol25 dataset. Energies are from ωB97M-V with the def2-TZVPD basis set.

Computed properties:
- LUMO (alpha / beta) (eV) = -0.87 / -0.87
- multiplicity = 1
- total charge = 0
- HOMO-LUMO gap (alpha / beta) (eV) = 6.4 / 6.4

Positions of all 18 atoms, in Å:
C: -0.55140 1.91600 1.52691
C: -0.82328 -2.22986 -1.31474
C: -1.02769 0.89218 0.65967
C: -1.35855 -1.15553 -0.64110
C: 0.65002 2.60741 1.91605
C: 0.51768 -2.22936 -1.74173
C: -0.48429 -0.16497 -0.16314
C: 0.86132 -0.36755 -0.43787
C: 1.95326 2.74347 1.61136
N: 1.37952 -1.28682 -1.22259
Se: 2.23967 0.94504 0.09101
H: -1.37962 2.46651 2.07464
H: -1.51531 -2.91098 -1.62782
H: -2.08492 0.67068 0.71582
H: -2.35806 -1.11327 -0.48000
H: 0.49761 3.40249 2.79086
H: 1.11780 -2.88149 -2.37571
H: 2.36623 -1.30395 -1.38161

***

> What is the multiplicity in the sixth record?

2